The following is a DFT calculation (ωB97M-V/def2-TZVPD) of a molecular structure, C4H5NO.

```
11
Properties=species:S:1:pos:R:3:forces:R:3:mulliken_charge:R:1
N -2.8757 0.6032 -1.4930 1.10 -0.29 0.27 -0.4384
C -1.7727 0.3703 -1.2193 -0.82 0.35 -0.17 0.1917
C -0.3977 0.1263 -0.8622 0.41 0.79 0.09 -0.6622
C -0.1239 -0.4196 0.4679 0.21 0.50 0.55 0.0312
C 1.2803 -0.3927 0.8390 0.32 -0.31 0.18 -0.2911
O 0.6757 0.8748 1.1086 -0.31 -0.52 0.59 -0.4364
H 0.2654 1.1158 -0.1321 -0.81 -0.33 -1.64 0.3904
H 0.2228 -0.2542 -1.6771 -0.22 -0.04 0.19 0.3378
H -0.8864 -0.7401 1.1677 0.14 -0.07 -0.08 0.3920
H 1.5861 -0.8801 1.7566 0.09 -0.13 -0.08 0.2647
H 2.0261 -0.4038 0.0438 -0.11 0.04 0.10 0.2202
```
Forces are in eV/Å.

Summary:
Net charge = 0
2S+1 = 1
E = -285.2686 Eh
Lowest unoccupied orbital energy = 0.71 eV


The following is a DFT calculation (ωB97M-V/def2-TZVPD) of a molecular structure, C36H30BF3FeO3S.

```
75
Properties=species:S:1:pos:R:3:forces:R:3:mulliken_charge:R:1
C 4.4449 -2.0168 3.0832 -0.35 0.78 -0.01 -0.7888
O 4.0440 -0.6358 2.9110 0.45 -0.61 -0.21 -0.4853
C 2.7905 -0.3715 2.4729 -1.20 -0.08 0.02 0.7096
C 2.4103 0.9916 2.3594 0.71 -1.02 0.00 -0.9869
C 1.1014 1.3132 2.0991 -0.46 -0.25 0.13 -0.4960
C 0.1093 0.3278 1.9916 0.25 -0.15 -0.40 0.4703
C -1.3186 0.8179 1.7319 1.23 -0.86 -2.05 1.4212
C -1.9312 0.0766 0.5835 -0.98 -2.08 0.83 2.2078
C -3.1867 0.4529 -0.0228 -0.78 -1.86 0.90 -0.0321
C -3.3905 -0.3158 -1.2222 -0.90 -1.10 1.23 -1.4727
C -2.2555 -1.2028 -1.3868 -0.34 -1.14 1.65 -1.5009
C -1.3624 -0.9870 -0.2667 -1.35 -1.13 1.78 -0.5834
Fe -1.6654 0.6782 -1.2970 0.36 -1.90 -0.93 -0.3602
C 0.0920 1.5624 -1.4864 1.12 1.56 -0.71 -0.4955
C -0.9103 2.4750 -0.9728 0.71 2.11 -1.31 -0.0607
C -2.0107 2.5106 -1.9141 1.21 2.43 -1.58 -0.5759
C -1.6797 1.6298 -3.0150 0.50 2.30 -1.13 -0.8170
C -0.3824 1.0489 -2.7513 0.89 1.22 -1.03 -1.0446
C 0.4918 -1.0230 2.0645 -0.38 0.69 0.04 -0.3809
C 1.8240 -1.3787 2.2394 0.60 0.44 0.16 -1.1533
H 5.4576 -1.9367 3.4757 -0.10 -0.20 -0.07 0.2584
H 3.7932 -2.5352 3.8067 0.18 0.23 -0.24 0.2921
H 4.4417 -2.5561 2.1264 0.02 0.14 0.19 0.3119
H 3.1622 1.7632 2.4711 0.02 -0.08 0.12 0.4682
H 0.7976 2.3614 2.0612 0.16 -0.23 -0.07 0.3430
H -1.1786 1.8610 1.4082 -0.37 -0.23 0.32 -1.5023
H -3.8752 1.1428 0.4216 0.08 0.21 -0.36 0.5848
H -4.2701 -0.2753 -1.8457 0.14 0.10 -0.09 0.6453
H -2.0969 -1.9493 -2.1550 -0.08 0.25 0.03 0.5467
H -0.4597 -1.5474 -0.0389 -0.23 0.42 -0.43 0.7147
H 1.0762 1.3750 -1.0474 -0.61 -0.05 -0.07 0.4905
H -0.8082 3.1210 -0.0986 -0.13 -0.45 -0.34 0.6494
H -2.8947 3.1477 -1.8406 0.31 -0.45 0.03 0.4804
H -2.2616 1.5082 -3.9309 0.12 -0.13 0.55 0.5041
H 0.1863 0.4144 -3.4350 -0.39 0.12 0.42 0.4891
H -0.2723 -1.8075 2.0151 0.35 0.35 -0.01 0.8123
H 2.1010 -2.4347 2.1961 -0.07 0.39 0.30 0.3949
C -5.5109 1.2255 8.0567 -0.09 -0.52 0.11 -1.2540
C -4.6366 1.5948 6.9090 1.04 1.22 -1.20 0.7158
C -4.0897 2.8327 6.6637 0.22 -0.71 -0.02 -0.8467
C -3.4158 2.9484 5.4010 -0.66 0.13 -0.71 -0.7803
C -3.6462 1.9046 4.5521 0.50 0.40 1.63 -0.7565
B -2.0197 0.8035 3.1082 0.24 -0.48 1.90 2.2540
C -3.5665 1.9215 3.0212 -1.13 0.76 -0.21 2.7264
C -4.8501 1.4195 2.6113 -0.15 -0.29 0.28 -0.4565
C -5.6770 2.0400 1.7099 -0.25 -0.23 -0.90 -1.1169
C -5.2257 3.1022 0.9191 -0.47 -0.18 0.25 -0.1672
C -6.0615 3.5754 -0.2680 -0.49 0.29 -0.61 0.7421
F -5.8296 4.8756 -0.6193 -0.03 -1.04 0.49 -0.2883
F -5.7927 2.8342 -1.4023 -0.08 0.52 1.11 -0.2343
F -7.4114 3.4574 -0.0635 1.31 0.04 0.03 -0.2872
C -3.9740 3.6382 1.2269 -0.01 0.04 -0.41 -0.7354
C -3.1800 3.0962 2.2271 0.14 0.27 0.35 -1.1950
O -1.1545 1.5582 4.0633 -0.96 0.12 -0.76 -0.3933
C -0.6784 0.6122 4.8792 0.64 -1.90 -0.28 0.6737
C -1.3603 -0.6238 4.6634 1.70 0.39 0.12 0.4135
C -0.7791 -1.8244 5.0332 -0.47 0.42 0.19 -1.1094
C 0.4920 -1.7909 5.5932 0.25 -0.24 0.29 -0.5639
C 1.1805 -0.5889 5.7701 0.10 -0.23 0.52 -0.4914
C 0.5980 0.6323 5.4481 -0.67 -0.10 0.03 -1.2419
O -2.3040 -0.5279 3.6859 -0.11 1.61 -0.45 -0.7189
S -4.2125 0.5639 5.5441 -1.23 0.09 -0.07 -0.2533
H -5.5820 2.0623 8.7582 0.11 -0.10 -0.15 0.3652
H -6.5289 0.9821 7.7253 0.21 0.03 0.03 0.2622
H -5.1296 0.3546 8.6015 -0.06 0.12 -0.03 0.2996
H -4.2144 3.6787 7.3206 0.09 0.02 0.22 0.3592
H -2.8216 3.7804 5.0535 -0.39 0.44 0.15 0.5487
H -5.2531 0.5929 3.1873 -0.02 0.10 -0.15 0.4088
H -6.6908 1.6875 1.5766 0.04 -0.22 -0.08 0.4342
H -3.6960 4.5255 0.6512 0.45 -0.36 0.31 0.5013
H -2.2133 3.5900 2.3312 -0.20 -0.22 0.57 0.3626
H -1.3050 -2.7341 4.7772 0.17 -0.18 0.06 0.4852
H 0.9700 -2.7352 5.8600 -0.06 0.29 -0.07 0.3994
H 2.2051 -0.6117 6.1570 -0.42 0.03 -0.10 0.4139
H 1.1337 1.5687 5.5450 0.03 -0.06 -0.13 0.4665
```
Forces are in eV/Å.

Summary:
Net charge = 0
2S+1 = 5
Expectation value of S² = 6.094
E = -3601.6787 Eh
Lowest unoccupied orbital energy (spin up / spin down) = -2.11 / -1.39 eV


Q: What is the E in the first record?
A: -285.2686 Eh


Q: What is the net charge in the first record?
A: 0


Q: Number 2 is which compound?
A: C36H30BF3FeO3S